Below is 5 unconnected molecules or ions with the total composition C36H75I3N2O9PS at a distorted geometry, with properties calculated with ωB97M-V/def2-TZVPD.

Its net charge is +1. The strongest force on any atom is 0.057 Eh/bohr. The calculation puts the LUMO energy at -2.778 eV. The total energy comes out at -3835.420730 a.u. The HOMO energy is -10.6 eV.

Each line ends with the Mulliken charge.
Geometry (Å):
C1 4.98 1.08 1.84  -0.107
C2 4.62 0.91 0.71  -1.528
C3 4.23 0.64 -0.67  -0.498
C4 3.24 -0.53 -0.87  1.564
C5 4.03 -1.84 -0.59  -1.701
C6 4.50 -2.22 0.83  -0.999
C7 3.60 -1.90 2.01  -1.018
I1 4.71 -2.35 3.82  0.049
C8 3.05 -0.62 -2.41  -2.100
C9 2.37 0.63 -2.99  -1.137
C10 1.19 1.27 -2.18  -0.772
I2 -0.58 0.76 -3.40  0.525
C11 1.37 2.81 -2.34  -0.482
C12 1.24 3.36 -3.78  -0.398
O1 0.28 3.97 -4.09  -0.430
I3 2.80 3.20 -5.25  0.076
C13 1.05 0.81 -0.70  1.857
S1 1.66 2.25 0.37  -0.226
C14 -0.43 0.71 -0.20  -0.882
C15 -1.28 1.98 -0.26  -0.634
C16 -2.78 1.54 -0.12  -0.866
C17 -3.34 2.03 1.22  -0.775
N1 -4.66 1.46 1.52  -0.496
N2 1.88 -0.37 -0.23  0.764
P1 1.07 -2.05 -0.16  0.291
C18 -0.02 -2.31 -1.62  -1.227
C19 -0.14 -2.10 1.25  -0.528
C20 0.31 -1.45 2.56  -1.145
H1 4.98 1.31 2.87  0.488
H2 3.87 1.58 -1.06  -0.145
H3 5.14 0.44 -1.23  1.031
H4 4.95 -1.67 -1.15  0.669
H5 3.64 -2.71 -1.10  0.607
H6 5.47 -1.77 1.01  0.560
H7 4.70 -3.29 0.85  0.564
H8 2.78 -2.61 2.04  0.421
H9 3.31 -0.87 2.14  0.349
H10 2.64 -1.58 -2.71  0.481
H11 4.06 -0.61 -2.79  0.721
H12 3.14 1.38 -3.07  0.355
H13 2.08 0.41 -4.00  0.549
H14 2.38 3.08 -2.03  0.681
H15 0.64 3.39 -1.80  0.522
H16 1.12 1.91 1.56  0.223
H17 -0.98 -0.10 -0.68  -0.047
H18 -0.34 0.49 0.86  0.158
H19 -1.13 2.64 0.58  0.450
H20 -1.24 2.52 -1.19  0.205
H21 -2.89 0.46 -0.10  0.216
H22 -3.36 1.91 -0.95  0.480
H23 -3.31 3.12 1.23  0.326
H24 -2.60 1.71 1.97  0.324
H25 -5.30 2.25 1.58  0.269
H26 -4.62 1.13 2.47  0.235
H27 2.07 -0.19 0.76  0.083
H28 0.42 -1.96 -2.55  0.256
H29 -0.05 -3.40 -1.70  0.580
H30 -1.04 -1.99 -1.47  0.407
H31 -0.37 -3.16 1.38  0.630
H32 -1.07 -1.64 0.92  0.366
H33 0.86 -2.12 3.21  0.234
H34 -0.58 -1.19 3.12  0.511
H35 0.85 -0.51 2.43  0.079
C21 0.96 -3.24 9.56  -0.738
O2 2.16 -3.85 9.13  -0.379
C22 1.96 -5.12 8.52  -0.519
C23 2.02 -5.03 7.01  -0.381
O3 0.94 -4.26 6.49  -0.410
C24 1.32 -2.93 6.17  -0.178
H36 1.17 -2.19 9.76  0.248
H37 0.18 -3.30 8.79  0.322
H38 0.60 -3.71 10.48  0.330
H39 1.02 -5.56 8.85  0.322
H40 2.77 -5.77 8.86  0.378
H41 1.93 -6.03 6.59  0.384
H42 2.98 -4.62 6.69  0.222
H43 1.88 -2.92 5.23  -0.213
H44 1.92 -2.47 6.95  0.352
H45 0.40 -2.35 6.04  0.275
C25 -5.52 -0.24 -8.53  -0.692
O4 -6.22 -0.39 -7.31  -0.372
C26 -5.67 -1.38 -6.46  -0.572
C27 -4.82 -0.76 -5.37  -0.439
O5 -3.67 -0.12 -5.89  -0.309
C28 -3.82 1.29 -5.99  -0.828
H46 -5.84 0.69 -8.99  0.248
H47 -4.44 -0.20 -8.38  0.288
H48 -5.76 -1.07 -9.21  0.327
H49 -5.08 -2.10 -7.04  0.335
H50 -6.50 -1.91 -6.00  0.372
H51 -4.47 -1.56 -4.70  0.338
H52 -5.42 -0.06 -4.77  0.355
H53 -3.71 1.75 -5.00  0.279
H54 -4.78 1.57 -6.42  0.430
H55 -3.03 1.67 -6.63  0.247
C29 6.34 3.85 -2.31  -0.678
O6 6.56 3.34 -3.61  -0.336
C30 6.35 4.30 -4.63  -0.235
C31 7.65 4.87 -5.14  -0.736
O7 8.32 5.63 -4.14  -0.375
C32 9.37 4.92 -3.52  -0.693
H56 6.77 3.16 -1.59  0.262
H57 6.82 4.83 -2.17  0.433
H58 5.27 3.95 -2.11  0.165
H59 5.69 5.10 -4.28  0.385
H60 5.84 3.79 -5.45  0.170
H61 7.43 5.56 -5.97  0.382
H62 8.30 4.08 -5.53  0.359
H63 10.25 4.88 -4.17  0.329
H64 9.08 3.90 -3.25  0.285
H65 9.64 5.45 -2.61  0.247
C33 -9.35 0.56 4.29  -0.741
O8 -8.18 -0.12 4.71  -0.373
C34 -8.37 -1.52 4.84  -0.470
C35 -7.83 -2.27 3.64  -0.454
O9 -8.56 -1.98 2.46  -0.385
C36 -7.90 -1.03 1.63  -0.720
H66 -9.05 1.56 3.96  0.248
H67 -9.84 0.06 3.46  0.332
H68 -10.05 0.66 5.13  0.318
H69 -9.43 -1.75 4.99  0.330
H70 -7.82 -1.84 5.73  0.365
H71 -7.94 -3.35 3.82  0.383
H72 -6.76 -2.07 3.51  0.276
H73 -7.08 -1.51 1.09  0.295
H74 -7.52 -0.18 2.21  0.294
H75 -8.62 -0.66 0.90  0.299